Entry 1:
Density functional theory data (ωB97M-V with the def2-TZVPD basis set) for C4H2Br3NO as an isolated structure in a non-equilibrium geometry.

Atoms and positions in Å:
C -1.015 -0.118 -0.118
C -0.731 2.237 -0.433
C -0.820 0.979 -0.971
C 2.260 0.146 0.794
N -1.191 -0.944 0.639
O -0.818 3.285 0.051
Br 2.817 1.947 1.031
Br 3.191 -1.025 2.084
Br 2.398 -0.463 -1.043
H 1.203 -0.018 0.986
H -0.312 0.706 -1.796

Its spin multiplicity is 1. The calculation puts the energy above the lowest of the compared OMol25 structures with the same formula, charge and spin at 0.0 kcal/mol. Its net charge is 0. The calculation puts the gap between HOMO and LUMO at 9.85 eV.


Entry 2:
Density functional theory data (ωB97M-V with the def2-TZVPD basis set) for C16H26AuN2S as an isolated structure.

Atoms and positions in Å:
Au 0.227 -0.763 0.414
C -1.971 1.261 0.634
C -0.978 2.086 1.458
N 0.371 1.514 1.430
C 1.060 1.363 2.709
C 0.426 0.351 3.669
S 0.242 -1.341 3.021
C -1.556 -1.591 3.009
C -2.367 -0.505 2.321
N -1.903 -0.186 0.955
H -2.981 1.651 0.794
H -1.738 1.358 -0.428
H -0.984 3.108 1.074
H -1.307 2.156 2.495
H 0.972 1.984 0.768
H 2.079 1.045 2.484
H 1.125 2.315 3.249
H 1.073 0.278 4.542
H -0.544 0.685 4.033
H -1.678 -2.551 2.503
H -1.907 -1.716 4.033
H -3.417 -0.807 2.303
H -2.328 0.405 2.915
H -2.474 -0.688 0.282
C 2.692 0.909 -1.840
C 2.105 -0.510 -1.792
C 2.977 -1.433 -2.653
C 2.067 -0.977 -0.360
C 0.644 -0.531 -2.276
C -0.096 -1.720 -2.147
C -1.438 -1.774 -2.508
C -2.069 -0.644 -3.005
C -1.344 0.530 -3.165
C -0.002 0.585 -2.810
H 3.682 0.910 -1.385
H 2.065 1.624 -1.303
H 2.800 1.260 -2.869
H 4.006 -1.420 -2.291
H 2.976 -1.103 -3.694
H 2.618 -2.462 -2.623
H 2.851 -1.565 0.104
H 0.400 -2.618 -1.800
H -1.981 -2.706 -2.417
H -3.110 -0.685 -3.297
H -1.821 1.409 -3.580
H 0.537 1.510 -2.953

Its spin multiplicity is 3. The calculation puts the energy above the lowest of the compared OMol25 structures with the same formula, charge and spin at 0.0 kcal/mol. Its net charge is +1. The calculation puts the gap between HOMO and LUMO (alpha / beta) at 8.31 / 7.42 eV.


Entry 3:
Density functional theory data (ωB97M-V with the def2-TZVPD basis set) for a 8-piece molecular cluster, C24H64O8 overall.

Atoms and positions in Å:
C 0.762 0.404 3.896
C 1.070 1.240 5.136
C 2.085 0.550 6.025
O 1.533 2.549 4.759
H 0.168 0.977 3.185
H 0.209 -0.502 4.164
H 1.690 0.068 3.420
H 0.150 1.416 5.695
H 2.114 0.962 7.032
H 3.079 0.576 5.575
H 1.838 -0.516 6.135
H 2.261 2.430 4.135
C 3.734 3.454 0.036
C 3.075 2.449 0.955
C 3.780 1.110 1.017
O 2.947 2.928 2.311
H 4.711 3.787 0.394
H 3.087 4.318 -0.127
H 3.897 2.989 -0.941
H 2.059 2.299 0.572
H 4.792 1.222 1.409
H 3.829 0.673 0.017
H 3.224 0.404 1.634
H 2.337 3.673 2.291
C -4.839 1.284 -1.283
C -4.650 1.193 0.220
C -4.726 -0.242 0.714
O -3.418 1.780 0.612
H -4.837 2.326 -1.612
H -5.812 0.875 -1.578
H -4.049 0.750 -1.816
H -5.417 1.795 0.714
H -5.686 -0.708 0.476
H -4.585 -0.282 1.793
H -3.940 -0.845 0.245
H -2.708 1.311 0.140
C 1.012 3.170 -3.485
C 0.121 3.642 -2.353
C -1.349 3.453 -2.672
O 0.466 2.889 -1.166
H 1.175 2.094 -3.527
H 1.979 3.677 -3.488
H 0.562 3.449 -4.442
H 0.320 4.703 -2.172
H -1.974 3.876 -1.880
H -1.590 2.389 -2.720
H -1.586 3.940 -3.617
H 0.002 3.306 -0.429
C -1.342 0.816 -5.941
C -0.935 1.137 -7.360
C 0.329 1.977 -7.459
O -0.793 -0.087 -8.082
H -1.509 1.756 -5.406
H -0.583 0.265 -5.383
H -2.296 0.289 -5.922
H -1.753 1.722 -7.805
H 0.333 2.801 -6.746
H 0.390 2.425 -8.458
H 1.216 1.354 -7.348
H -0.861 0.116 -9.019
C 2.050 -5.026 2.989
C 2.440 -4.099 1.851
C 3.343 -2.976 2.319
O 3.039 -4.843 0.787
H 1.304 -5.760 2.680
H 1.689 -4.496 3.871
H 2.930 -5.610 3.292
H 1.529 -3.684 1.418
H 2.767 -2.276 2.935
H 3.712 -2.427 1.454
H 4.143 -3.354 2.958
H 3.853 -5.232 1.124
C -1.294 -2.919 2.717
C -2.478 -3.816 2.459
C -2.232 -5.227 2.943
O -3.574 -3.212 3.161
H -1.098 -2.860 3.789
H -1.505 -1.905 2.369
H -0.398 -3.266 2.201
H -2.710 -3.811 1.386
H -1.822 -5.236 3.953
H -1.527 -5.738 2.277
H -3.142 -5.833 2.930
H -4.355 -3.758 3.032
C -0.395 -0.702 -2.239
C -0.659 -0.584 -0.736
C 0.566 -0.891 0.098
O -1.109 0.745 -0.445
H 0.215 -1.581 -2.471
H 0.158 0.147 -2.646
H -1.339 -0.794 -2.777
H -1.485 -1.246 -0.476
H 0.422 -0.598 1.142
H 1.471 -0.397 -0.268
H 0.798 -1.961 0.144
H -0.401 1.366 -0.693

Its spin multiplicity is 1. The calculation puts the energy above the lowest of the compared OMol25 structures with the same formula, charge and spin at 11.7 kcal/mol. Its net charge is 0. The calculation puts the gap between HOMO and LUMO at 10.01 eV.


Entry 4:
Density functional theory data (ωB97M-V with the def2-TZVPD basis set) for a 4-piece molecular cluster, C27H20F27N3O7S overall in a non-equilibrium geometry.

Atoms and positions in Å:
C -1.113 -0.069 2.376
C -1.980 0.925 1.938
C -3.338 0.482 1.512
C -3.386 -0.258 0.295
N -4.486 -0.745 -0.207
C -5.606 -0.497 0.529
C -6.843 -1.026 0.081
C -8.005 -0.813 0.774
C -9.288 -1.444 0.274
O -9.695 -2.518 1.144
N -8.596 -3.380 1.362
O -8.610 -3.791 2.450
C -7.966 -0.003 1.950
S -9.373 0.424 2.940
O -9.386 1.849 3.091
O -10.602 -0.148 2.491
C -8.992 -0.287 4.637
F -8.027 -1.196 4.571
F -10.082 -0.831 5.131
F -8.590 0.691 5.434
C -6.769 0.506 2.388
C -5.559 0.259 1.704
N -4.405 0.770 2.220
H -0.291 -0.396 1.745
H -1.309 -0.540 3.336
H -1.693 1.971 1.913
H -2.461 -0.422 -0.241
H -6.827 -1.627 -0.815
H -9.184 -1.802 -0.750
H -10.077 -0.702 0.274
H -6.742 1.121 3.279
C -2.625 6.136 1.062
C -1.739 5.129 1.817
C -0.684 5.695 2.770
F 0.219 6.457 2.126
F -0.015 4.667 3.343
F -1.170 4.282 0.930
F -2.584 4.382 2.586
O -2.280 6.464 -0.275
C -1.365 7.451 -0.557
C -0.119 6.896 -1.254
F 0.477 5.952 -0.502
F 0.766 7.898 -1.451
F -1.056 8.163 0.542
F -1.960 8.303 -1.418
H -3.588 5.636 0.962
H -2.820 7.028 1.657
H -1.155 6.286 3.562
H -0.391 6.458 -2.217
C 1.983 -2.661 -2.946
C 0.699 -2.345 -2.160
C 0.507 -0.913 -1.659
F 1.469 -0.542 -0.796
F -0.679 -0.832 -0.997
F 0.573 -3.217 -1.137
F -0.338 -2.583 -3.011
O 3.060 -3.265 -2.247
C 3.971 -2.512 -1.549
C 3.936 -2.801 -0.046
F 2.710 -2.571 0.459
F 4.811 -1.986 0.583
F 3.829 -1.204 -1.822
F 5.200 -2.871 -2.002
H 1.688 -3.420 -3.668
H 2.315 -1.808 -3.538
H 0.485 -0.205 -2.492
H 4.206 -3.841 0.146
C 10.820 -2.286 -1.766
C 11.069 -3.653 -1.106
C 11.635 -4.774 -1.981
F 10.807 -5.088 -2.995
F 11.792 -5.886 -1.225
F 9.941 -4.065 -0.489
F 11.997 -3.439 -0.128
O 9.501 -1.974 -2.185
C 9.030 -2.367 -3.415
C 7.867 -3.352 -3.294
F 8.226 -4.449 -2.596
F 7.479 -3.757 -4.527
F 10.023 -2.844 -4.190
F 8.557 -1.259 -4.027
H 11.018 -1.559 -0.980
H 11.550 -2.076 -2.547
H 12.610 -4.493 -2.388
H 7.022 -2.889 -2.791

Its spin multiplicity is 1. Its net charge is 0. The calculation puts the gap between HOMO and LUMO at 7.04 eV.


Entry 5:
Density functional theory data (ωB97M-V with the def2-TZVPD basis set) for a 8-piece molecular cluster, C35H90N4O13 overall in a non-equilibrium geometry.

Atoms and positions in Å:
C 14.675 17.482 13.522
C 13.512 18.232 12.829
O 12.848 17.335 11.897
O 14.240 16.544 14.405
H 15.205 18.236 14.167
H 15.376 17.150 12.767
H 14.024 19.016 12.270
H 12.826 18.621 13.566
H 12.095 16.923 12.391
H 13.710 15.876 13.913
C 16.332 15.966 9.659
C 15.204 16.912 9.230
C 15.554 17.305 7.792
O 13.864 16.265 9.283
H 17.227 16.564 9.776
H 16.681 15.208 8.918
H 16.045 15.439 10.592
H 15.273 17.829 9.891
H 16.586 17.784 7.739
H 14.825 18.028 7.329
H 15.438 16.378 7.157
H 13.559 16.403 10.169
C 15.769 17.493 17.805
C 14.415 16.897 17.979
C 13.254 17.872 17.814
O 14.336 15.722 17.064
H 15.786 18.391 18.460
H 15.876 17.894 16.747
H 16.640 16.845 17.991
H 14.475 16.435 18.971
H 13.223 18.151 16.759
H 13.474 18.833 18.386
H 12.346 17.432 18.113
H 14.444 16.122 16.176
C 17.144 21.680 14.126
C 15.781 22.295 13.608
C 15.227 23.291 14.571
O 15.991 22.991 12.364
H 17.483 20.979 13.378
H 16.940 21.031 14.986
H 17.888 22.449 14.338
H 15.049 21.482 13.574
H 15.939 24.072 14.728
H 14.832 22.859 15.536
H 14.354 23.772 14.136
H 16.858 22.740 12.077
C 9.681 12.469 12.192
O 9.082 13.254 11.192
C 9.107 14.638 11.435
C 8.527 15.315 10.233
N 9.240 15.274 8.932
C 10.488 15.981 8.967
C 11.086 16.138 7.601
O 11.565 14.867 7.159
C 12.359 14.896 6.036
H 9.528 11.443 11.964
H 9.176 12.670 13.137
H 10.771 12.711 12.203
H 10.094 14.923 11.777
H 8.520 14.889 12.307
H 8.463 16.394 10.393
H 7.561 14.808 10.124
H 9.310 14.357 8.589
H 11.227 15.698 9.672
H 10.164 17.008 9.210
H 11.797 16.971 7.544
H 10.322 16.478 6.867
H 11.693 14.844 5.149
H 13.046 14.048 5.983
H 13.028 15.778 6.000
C 16.096 20.827 9.406
O 14.871 20.407 10.024
C 13.685 20.833 9.322
C 12.439 20.461 10.125
N 12.118 21.271 11.245
C 11.241 22.402 10.869
C 11.965 23.610 10.333
O 12.939 23.991 11.259
C 13.822 24.966 10.736
H 16.878 20.599 10.056
H 16.074 21.903 9.183
H 16.058 20.337 8.467
H 13.657 20.486 8.291
H 13.769 21.902 9.245
H 12.537 19.439 10.493
H 11.634 20.473 9.419
H 12.879 21.623 11.754
H 10.658 22.654 11.719
H 10.483 22.056 10.220
H 11.178 24.393 10.290
H 12.369 23.519 9.332
H 13.241 25.898 10.629
H 14.220 24.718 9.707
H 14.596 25.172 11.455
C 13.020 13.346 14.295
O 12.347 14.554 13.966
C 11.168 14.725 14.755
C 10.809 16.153 14.967
N 10.516 16.790 13.719
C 9.950 18.147 13.759
C 9.623 18.524 12.309
O 8.623 19.524 12.295
C 8.170 19.898 11.036
H 13.631 13.437 15.185
H 13.657 13.017 13.487
H 12.255 12.574 14.500
H 11.327 14.229 15.705
H 10.393 14.245 14.212
H 11.518 16.696 15.569
H 9.834 16.113 15.533
H 9.941 16.227 13.143
H 10.704 18.786 14.243
H 8.972 18.225 14.309
H 9.267 17.707 11.658
H 10.555 18.931 11.873
H 7.511 19.166 10.587
H 9.000 20.097 10.403
H 7.533 20.741 11.226
C 11.474 11.423 8.380
O 12.852 11.801 8.345
C 13.251 13.016 8.910
C 14.467 12.710 9.779
N 14.226 11.735 10.792
C 15.407 11.054 11.292
C 16.269 11.790 12.290
O 17.170 12.593 11.637
C 18.413 12.860 12.236
H 11.240 11.216 9.410
H 11.281 10.549 7.738
H 10.843 12.282 7.991
H 12.383 13.389 9.439
H 13.484 13.770 8.168
H 14.769 13.619 10.249
H 15.276 12.307 9.158
H 13.602 11.029 10.502
H 16.105 10.805 10.390
H 15.031 10.127 11.714
H 16.916 10.978 12.747
H 15.690 12.212 13.144
H 18.965 13.471 11.503
H 19.047 11.946 12.306
H 18.358 13.338 13.194

Its spin multiplicity is 1. The calculation puts the energy above the lowest of the compared OMol25 structures with the same formula, charge and spin at 39.2 kcal/mol. Its net charge is 0. The calculation puts the gap between HOMO and LUMO at 8.92 eV.


Entry 6:
Density functional theory data (ωB97M-V with the def2-TZVPD basis set) for a 2-piece molecular cluster, C2H11N3 overall in a non-equilibrium geometry.

Atoms and positions in Å:
C -3.189 -1.253 -0.813
N -3.667 -1.431 0.596
H -3.916 -1.724 -1.488
H -2.175 -1.613 -1.073
H -3.024 -0.186 -1.017
H -3.151 -2.231 0.973
H -3.119 -0.690 1.108
N 2.210 1.093 1.386
C 1.908 1.094 -0.035
N 2.896 0.547 -0.990
H 2.000 1.982 1.836
H 3.237 1.101 1.374
H 1.005 0.476 -0.200
H 1.569 2.094 -0.375
H 2.638 -0.434 -1.140
H 2.666 0.881 -1.932

Its spin multiplicity is 1. The calculation puts the energy above the lowest of the compared OMol25 structures with the same formula, charge and spin at 24.9 kcal/mol. Its net charge is 0. The calculation puts the gap between HOMO and LUMO at 10.17 eV.


Entry 7:
Density functional theory data (ωB97M-V with the def2-TZVPD basis set) for C18H15F3In as an isolated structure in a non-equilibrium geometry.

Atoms and positions in Å:
In -10.515 -8.961 -18.104
F -13.815 -8.967 -21.825
C -14.417 -8.986 -23.095
C -14.733 -10.181 -23.720
C -15.275 -10.265 -24.992
C -15.640 -9.087 -25.630
C -15.424 -7.889 -25.000
C -14.731 -7.782 -23.769
H -14.223 -11.022 -23.275
H -15.474 -11.223 -25.451
H -16.324 -9.116 -26.465
H -15.873 -6.987 -25.388
H -14.499 -6.808 -23.366
F -6.321 -7.251 -19.920
C -5.062 -7.081 -20.401
C -4.849 -6.879 -21.733
C -3.526 -6.693 -22.196
C -2.505 -6.543 -21.326
C -2.773 -6.623 -19.988
C -4.029 -6.898 -19.494
H -5.639 -7.160 -22.412
H -3.341 -6.839 -23.250
H -1.566 -6.337 -21.817
H -1.982 -6.513 -19.262
H -4.273 -6.813 -18.445
F -10.587 -6.264 -22.245
C -10.756 -5.663 -23.436
C -10.313 -6.264 -24.612
C -10.508 -5.712 -25.811
C -11.188 -4.509 -25.942
C -11.629 -3.838 -24.808
C -11.364 -4.371 -23.531
H -9.805 -7.215 -24.547
H -10.160 -6.269 -26.668
H -11.465 -4.118 -26.910
H -12.071 -2.852 -24.799
H -11.708 -3.762 -22.708

Its spin multiplicity is 1. The calculation puts the energy above the lowest of the compared OMol25 structures with the same formula, charge and spin at 27.8 kcal/mol. Its net charge is +3. The calculation puts the gap between HOMO and LUMO at 1.49 eV.


Entry 8:
Density functional theory data (ωB97M-V with the def2-TZVPD basis set) for a single C6H11N molecule in a non-equilibrium geometry.

Atoms and positions in Å:
C -0.732 0.196 -1.601
C -0.508 -0.245 -0.187
C -1.430 -0.219 0.778
N -2.751 0.307 0.653
C 0.975 -0.619 0.145
C 2.105 0.300 -0.428
C 2.669 0.361 0.823
H -0.211 -0.488 -2.260
H -0.192 1.156 -1.761
H -1.775 0.312 -1.855
H -1.244 -0.565 1.800
H -2.879 0.805 -0.216
H -3.459 -0.409 0.726
H 0.848 -1.045 1.170
H 1.090 -1.535 -0.453
H 2.548 -0.127 -1.314
H 2.245 0.962 1.638
H 3.660 -0.078 1.120

Its spin multiplicity is 1. The calculation puts the energy above the lowest of the compared OMol25 structures with the same formula, charge and spin at 100.7 kcal/mol. Its net charge is 0. The calculation puts the gap between HOMO and LUMO at 8.66 eV.


Entry 9:
Density functional theory data (ωB97M-V with the def2-TZVPD basis set) for C4H5NO2 as an isolated structure in a non-equilibrium geometry.

Atoms and positions in Å:
C 0.650 1.074 -0.070
C 0.470 -0.256 -0.262
C -1.921 -0.487 -0.337
C 1.604 -1.215 -0.195
N -0.748 -0.836 -0.427
O -3.025 -0.526 -0.707
O 2.751 -0.895 -0.031
H -1.763 1.033 1.404
H 1.294 -2.273 -0.280
H -0.940 1.144 1.462
H -0.035 1.793 -0.492
H 1.664 1.444 -0.066

Its spin multiplicity is 1. The calculation puts the energy above the lowest of the compared OMol25 structures with the same formula, charge and spin at 70.8 kcal/mol. Its net charge is 0. The calculation puts the gap between HOMO and LUMO at 9.07 eV.


Entry 10:
Density functional theory data (ωB97M-V with the def2-TZVPD basis set) for a single C4H5NO2S molecule in a non-equilibrium geometry.

Atoms and positions in Å:
C 1.306 0.470 -0.237
C 1.868 -0.677 0.285
C 0.955 -1.673 0.412
C -0.381 -1.247 0.229
H 0.875 2.132 -0.686
H 2.932 -0.814 0.342
H 1.236 -2.631 0.771
H -1.649 -2.117 -0.968
H -1.401 1.557 1.257
N -0.132 0.106 -0.275
O 1.585 1.805 0.005
O -1.656 -1.634 -0.005
S -1.437 1.158 -0.183

Its spin multiplicity is 1. The calculation puts the energy above the lowest of the compared OMol25 structures with the same formula, charge and spin at 96.0 kcal/mol. Its net charge is 0. The calculation puts the gap between HOMO and LUMO at 8.28 eV.


| no. | E (eV) |
| --- | --- |
| 1 | -217843.212 |
| 2 | -34513.374 |
| 3 | -42306.053 |
| 4 | -131326.113 |
| 5 | -70324.855 |
| 6 | -6721.503 |
| 7 | -32201.250 |
| 8 | -7886.164 |
| 9 | -9811.245 |
| 10 | -20646.015 |